This record from the Open Molecules 2025 dataset describes a structure of composition C4H5LiOPb in a non-equilibrium geometry. The level of theory is ωB97M-V/def2-TZVPD.

Charge: +1
Total energy in eV: -11716.51282
<S²>: 0.752
Kohn-Sham gap (spin up / spin down) in eV: 5.99 / 7.57
Multiplicity: 2

```
12
Properties=species:S:1:pos:R:3:forces:R:3
Pb 2.90484 0.86533 2.41644 0.6 0.1 0.4
O 1.10891 0.59512 1.26791 -0.4 -1.1 2.0
C -1.37774 -0.88041 -0.19961 2.2 2.1 -1.7
C 0.25590 -0.15468 -0.87073 1.7 -5.0 0.6
C -2.54971 -1.12475 -0.44484 0.7 0.0 0.4
C 0.97964 0.86107 -0.02979 -5.5 0.8 -2.7
Li -0.45455 -0.20643 2.06074 0.1 0.0 -0.5
H -0.32046 1.14040 -0.30549 3.0 3.1 1.5
H 0.87331 -1.06791 -0.81243 -0.8 -0.7 -0.3
H -3.57193 -1.41531 -0.62547 0.3 0.1 0.2
H 0.26652 0.13779 -1.93086 -1.0 0.0 0.5
H 1.88527 1.24980 -0.52588 -1.0 0.5 -0.2
```
Forces are in eV/Å.

=====

This record from the Open Molecules 2025 dataset describes an isolated molecule of C4H5N in a non-equilibrium geometry. The level of theory is ωB97M-V/def2-TZVPD.

Charge: 0
Total energy in eV: -5713.34974
Energy relative to the best compared isomer or geometry (same formula, charge and spin) in kcal/mol: 126.76
Kohn-Sham gap (spin up / spin down) in eV: 8.06 / 8.08

```
10
Properties=species:S:1:pos:R:3:forces:R:3
N 0.25298 1.87788 0.29646 -0.3 0.2 -0.1
C -0.22049 0.50971 0.77122 0.6 0.5 0.4
C 1.20735 0.93381 0.50119 0.2 0.0 -0.1
C -0.50492 -1.42385 -0.92180 0.0 0.2 0.2
C -0.65442 -0.32133 -0.23103 -0.5 -0.9 -0.7
H 0.37060 -2.05069 -0.73319 -0.1 0.0 -0.1
H -0.63931 0.46062 1.76927 0.1 0.1 -0.1
H 1.80305 0.57882 -0.34792 0.0 0.0 0.3
H 0.02029 2.13576 -0.67417 0.0 -0.2 0.2
H -1.20440 -1.77804 -1.67501 0.1 0.2 0.1
```
Forces are in eV/Å.